(1)
Entry from the Open Molecules 2025 dataset: a 2-piece molecular cluster, C9H7Cl2F overall (wB97M-V/def2-TZVPD).

Element x y z (Å)
H1 -1.636 -1.431 3.250
H2 0.836 2.827 -2.929
Cl1 0.728 -3.407 2.852
C1 0.735 0.598 -2.582
H3 0.487 -1.421 -1.872
C2 -0.903 -1.063 2.528
C3 -0.440 0.071 -0.591
C4 0.273 -0.371 -1.723
C5 0.614 1.967 -2.265
C6 0.066 2.343 -1.060
H4 0.331 3.377 -0.751
C7 -0.733 -1.609 1.135
H5 -0.854 0.037 2.568
Cl2 1.846 -0.831 1.820
C8 0.403 -1.730 2.064
H6 1.208 0.110 -3.445
F1 -1.483 -2.609 0.477
C9 -0.468 1.390 -0.201
H7 -1.012 1.752 0.726

Summary:
- 2S+1: 3
- Total charge: 0
- Electronic energy: -37201.533 eV
- Molar mass: 205.06 g/mol
- HOMO (spin up / spin down): -7.49 / -9.35 eV
- Gap between HOMO and LUMO (spin up / spin down): 8.1000 / 7.0930 eV

=====

(2)
Entry from the Open Molecules 2025 dataset: C6H6BrClNO3S as an isolated structure (wB97M-V/def2-TZVPD).

Element x y z (Å)
O1 0.317 0.261 -2.111
H1 -2.491 -1.524 -0.077
C1 1.082 -0.049 0.378
H2 -2.728 0.787 -0.475
Cl1 -1.436 3.035 0.251
C2 -1.519 -1.020 -0.191
H3 -0.736 -1.286 1.864
S1 1.411 -0.375 -1.397
N1 1.114 2.269 1.123
C3 -0.553 -1.514 0.825
O2 1.416 -1.825 -1.494
Br1 2.601 -0.586 1.313
C4 -1.755 0.460 -0.130
O3 2.700 0.262 -1.581
C5 -0.890 1.400 0.246
H4 -0.005 -2.415 0.611
H5 -1.127 -1.247 -1.189
H6 2.090 2.117 1.373
C6 0.511 1.248 0.661

Summary:
- Total charge: -1
- Electronic energy: -107351.629 eV
- Molar mass: 287.54 g/mol
- HOMO: -5.33 eV
- Gap between HOMO and LUMO: 8.4172 eV

=====

(3)
Entry from the Open Molecules 2025 dataset: one molecule with the formula C10H17NSi (wB97M-V/def2-TZVPD).

Element x y z (Å)
H1 1.014 -2.077 1.965
C1 2.107 2.807 0.191
H2 -2.220 -0.770 -2.725
H3 -0.848 4.371 1.074
H4 -2.562 0.189 -0.359
C2 -0.495 2.343 0.821
Si1 -0.180 -0.608 0.179
C3 -2.052 -0.731 -0.509
H5 -2.431 -1.426 0.191
N1 0.931 -1.319 -1.062
H6 1.576 4.907 0.395
H7 -0.698 -2.595 1.526
H8 2.342 0.792 0.057
H9 0.631 -1.312 -2.015
H10 -1.888 -2.266 -1.963
H11 1.919 -3.132 -1.434
C4 -0.043 3.684 0.763
C5 -2.488 -1.411 -1.794
H12 3.003 -1.585 -1.092
C6 0.269 1.197 0.523
H13 -0.330 -1.242 2.673
H14 3.086 2.938 -0.136
H15 -1.468 2.249 1.121
C7 1.256 3.918 0.468
H16 2.197 -2.448 0.220
H17 -3.546 -1.725 -1.938
C8 1.609 1.539 0.224
C9 -0.051 -1.725 1.713
C10 2.068 -2.214 -0.817

Summary:
- Structure (SMILES): CC[Si@@](C)(NC)c1ccccc1
- Total charge: 0
- Electronic energy: -20013.289 eV
- Molar mass: 179.34 g/mol
- HOMO: -8.56 eV
- Gap between HOMO and LUMO: 9.4378 eV

=====

(4)
Entry from the Open Molecules 2025 dataset: one molecule with the formula C18H21N3O3 (wB97M-V/def2-TZVPD).

Element x y z (Å)
N1 1.996 -0.080 -2.384
C1 1.901 -0.691 -1.221
C2 -0.312 -0.539 -2.766
H1 1.028 0.530 -4.071
H2 -2.717 -1.880 3.826
H3 -0.214 3.715 -2.664
C3 0.730 -1.880 0.618
H4 3.270 2.724 -0.419
H5 -2.213 0.509 -0.217
H6 -0.150 -4.686 1.873
H7 -1.173 -0.444 -3.410
C4 -1.632 -3.348 2.698
C5 -1.712 -1.993 3.411
C6 0.260 3.209 -1.835
C7 -1.972 0.765 0.823
H8 3.142 4.763 -2.085
C8 0.910 0.003 -3.134
C9 -0.271 -3.612 2.048
H9 3.111 3.392 -3.190
C10 -2.419 -0.406 1.704
O1 -3.552 -0.843 1.636
H10 -0.979 -1.949 4.218
C11 2.204 2.655 -0.576
H11 2.802 -0.734 -0.624
H12 -1.594 2.423 -1.136
H13 -0.700 -3.221 0.025
N2 -0.115 -2.921 0.788
H14 1.876 4.651 -3.315
H15 0.537 -3.266 2.697
O2 1.449 -1.463 1.508
H16 -0.535 -0.510 2.441
C12 0.061 1.801 0.094
C13 -0.405 -1.196 -1.550
C14 1.629 3.309 -1.661
C15 1.437 1.910 0.291
H17 -1.830 -4.129 3.433
H18 -2.568 1.646 1.100
C16 0.727 -1.277 -0.745
N3 -1.474 -0.873 2.530
C17 -0.529 2.468 -0.968
C18 2.485 4.079 -2.620
O3 -0.599 1.005 0.993
H19 -2.416 -3.390 1.939
H20 1.877 1.383 1.123
H21 -1.353 -1.608 -1.229

Summary:
- Structure (SMILES): Cc1ccc(OCC(=O)NCCCNC(=O)c2cccnc2)cc1
- Total charge: 0
- Electronic energy: -29620.801 eV
- Molar mass: 327.38 g/mol
- HOMO: -8.38 eV
- Gap between HOMO and LUMO: 8.9008 eV